Entry 1:
{
  "formula": "C10H32N2O7",
  "method": "ωB97M-V with the def2-TZVPD basis set",
  "homo_energy_ev": -8.3,
  "gap_ev": 8.39,
  "e_tot_ha": -1036.247896,
  "lumo_ha": 0.0023,
  "elements": ["N", "H", "H", "H", "H", "N", "O", "O", "O", "C", "O", "H", "H", "H", "H", "C", "C", "C", "O", "H", "H", "H", "H", "H", "H", "H", "H", "C", "C", "C", "O", "H", "H", "H", "H", "H", "H", "H", "H", "C", "C", "C", "O", "H", "H", "H", "H", "H", "H", "H", "H"],
  "coordinates": [[-1.151, -0.641, 0.246], [-1.088, -0.407, -0.750], [-2.133, -0.928, 0.422], [-0.933, 0.155, 0.851], [-0.555, -1.461, 0.444], [0.846, -3.094, 1.881], [0.800, -2.524, 0.759], [0.600, -2.428, 2.927], [1.071, -4.314, 1.962], [-4.374, -2.666, 0.679], [-3.820, -1.366, 0.412], [-4.760, -3.075, -0.255], [-3.573, -3.319, 1.015], [-5.166, -2.525, 1.411], [-4.433, -0.644, 0.555], [3.393, 1.570, -0.344], [3.260, 0.052, -0.364], [3.998, -0.614, 0.811], [1.874, -0.327, -0.483], [4.400, 1.816, -0.693], [3.233, 2.145, 0.568], [2.778, 1.967, -1.156], [3.775, -0.183, -1.300], [3.412, -0.750, 1.721], [4.800, 0.064, 1.111], [4.467, -1.556, 0.532], [1.864, -1.188, -0.031], [-1.485, 2.858, 3.926], [-1.380, 2.762, 2.406], [-0.486, 3.937, 1.929], [-0.716, 1.555, 2.133], [-1.679, 3.913, 4.139], [-0.618, 2.578, 4.523], [-2.323, 2.238, 4.251], [-2.352, 2.789, 1.915], [0.497, 4.008, 2.390], [-1.040, 4.866, 2.103], [-0.385, 3.938, 0.841], [-0.022, 1.278, 2.733], [-1.351, -0.698, -4.360], [-0.206, -1.024, -3.397], [1.135, -1.085, -4.143], [-0.109, -0.088, -2.343], [-1.033, 0.151, -4.969], [-2.334, -0.609, -3.906], [-1.390, -1.528, -5.070], [-0.466, -2.021, -3.017], [1.979, -1.287, -3.484], [1.383, -0.226, -4.768], [1.034, -1.913, -4.851], [0.762, -0.151, -1.912]],
  "forces_ev_per_a": [[-1.302, -0.370, -0.024], [0.526, 0.243, -0.167], [0.255, 0.136, 0.022], [0.311, 0.128, 0.060], [0.751, 0.011, 0.294], [-0.499, -1.228, 2.420], [0.064, 0.284, -0.922], [0.291, -0.178, -1.254], [0.029, 1.187, -0.460], [-0.232, 0.738, -0.403], [0.566, -0.037, -0.149], [-0.212, -0.044, 0.109], [-0.054, 0.132, 0.300], [0.027, -0.584, 0.110], [-0.343, -0.263, 0.068], [0.202, 0.369, -0.946], [0.223, 0.843, 0.209], [0.224, 0.380, -0.161], [1.177, -0.154, 0.449], [0.150, -0.077, 0.281], [-0.342, -0.417, 0.215], [-0.314, 0.106, 0.264], [-0.061, -0.574, -0.015], [-0.392, -0.065, -0.233], [0.150, -0.081, -0.096], [-0.210, -0.112, 0.033], [-0.875, -0.194, -0.004], [-1.496, 0.705, -0.055], [3.003, 0.985, 1.672], [-1.443, 0.335, -0.906], [-0.551, -1.675, -1.878], [-0.283, -0.184, 0.427], [0.334, -0.130, -0.537], [0.027, 0.141, 0.277], [0.087, -0.245, -0.014], [-0.087, -0.290, 0.187], [0.194, 0.072, 0.307], [0.283, -0.355, 0.026], [-0.048, 0.489, 0.433], [1.090, -0.141, -0.417], [0.270, -0.020, -0.519], [-0.532, -0.851, -0.503], [-0.763, 0.412, 0.079], [-0.563, 0.368, 0.205], [0.101, 0.312, 0.131], [-0.156, -0.088, 0.067], [0.446, -0.047, 0.346], [-0.093, -0.070, 0.112], [-0.324, 0.348, 0.328], [0.342, -0.121, 0.066], [0.051, -0.132, 0.165]]
}

=====

Entry 2:
{
  "formula": "C21H19BrN6OS6SbTi",
  "method": "ωB97M-V with the def2-TZVPD basis set",
  "spin_multiplicity": 2,
  "homo_energy_ev": [-1.8, -1.9],
  "gap_ev": [6.01, 6.08],
  "e_tot_ha": -7268.618154,
  "total_charge": -2,
  "lumo_ha": [0.1542, 0.1542],
  "e_above_lowest_kj_mol": 0.0,
  "elements": ["Ti", "N", "C", "S", "N", "N", "C", "C", "C", "C", "C", "C", "C", "O", "H", "H", "H", "H", "H", "H", "H", "C", "C", "C", "C", "C", "Br", "N", "C", "H", "H", "H", "H", "H", "H", "S", "Sb", "S", "S", "S", "N", "C", "N", "C", "C", "C", "C", "C", "C", "S", "H", "H", "H", "H", "H", "H"],
  "coordinates": [[0.916, -0.514, 0.260], [0.760, 2.133, 3.886], [0.485, 1.488, 2.689], [1.681, 1.598, 1.434], [-0.649, 0.874, 2.615], [-0.850, 0.239, 1.384], [-2.069, 0.293, 0.990], [-2.559, -0.213, -0.265], [-3.940, -0.258, -0.503], [-4.450, -0.744, -1.685], [-3.559, -1.209, -2.668], [-2.202, -1.147, -2.471], [-1.668, -0.619, -1.278], [-0.375, -0.527, -1.144], [1.456, 2.853, 3.799], [-0.058, 2.382, 4.421], [-2.777, 0.780, 1.662], [-4.607, 0.100, 0.276], [-5.519, -0.777, -1.852], [-3.946, -1.617, -3.595], [-1.492, -1.508, -3.209], [5.599, -2.344, 1.713], [4.211, -2.392, 2.281], [3.730, -3.471, 3.001], [2.404, -3.505, 3.398], [1.583, -2.476, 2.987], [-0.266, -2.561, 3.384], [2.001, -1.434, 2.289], [3.307, -1.375, 2.005], [6.268, -3.015, 2.256], [6.006, -1.333, 1.743], [5.560, -2.663, 0.666], [4.385, -4.301, 3.241], [1.999, -4.334, 3.960], [3.619, -0.501, 1.451], [4.405, -3.782, -1.848], [2.495, -2.526, -1.967], [1.061, -3.012, -0.131], [2.913, -0.299, -1.181], [1.407, -2.366, -3.984], [1.005, 1.125, -3.450], [-0.041, 1.796, -2.936], [-0.057, 2.421, -1.803], [-1.299, 2.946, -1.541], [-1.666, 3.563, -0.346], [-2.972, 3.997, -0.180], [-3.921, 3.826, -1.190], [-3.574, 3.206, -2.383], [-2.268, 2.773, -2.549], [-1.551, 1.923, -3.884], [1.714, 0.895, -2.747], [0.805, 0.294, -3.998], [-0.924, 3.653, 0.440], [-3.265, 4.461, 0.755], [-4.940, 4.161, -1.037], [-4.312, 3.044, -3.160]],
  "forces_ev_per_a": [[0.046, -0.346, -0.369], [0.050, -0.027, 0.006], [0.066, -0.095, -0.129], [0.015, 0.111, -0.046], [-0.121, 0.051, 0.069], [0.075, 0.036, 0.183], [-0.061, 0.018, 0.077], [0.020, -0.015, -0.037], [-0.002, 0.049, 0.094], [0.025, -0.055, -0.106], [-0.077, 0.086, 0.155], [0.092, -0.068, -0.125], [0.085, -0.268, -0.044], [-0.095, 0.417, 0.219], [-0.001, 0.034, 0.022], [-0.019, -0.018, -0.018], [-0.044, 0.001, -0.034], [0.000, -0.008, -0.013], [0.007, 0.003, 0.006], [0.004, -0.004, -0.004], [0.011, 0.012, 0.024], [-0.011, -0.009, 0.016], [-0.001, 0.028, -0.027], [-0.005, -0.070, 0.033], [-0.028, -0.080, 0.050], [-0.008, 0.130, -0.091], [-0.021, -0.035, 0.018], [0.057, -0.070, 0.120], [-0.056, 0.022, -0.081], [0.006, 0.023, -0.005], [-0.005, -0.002, 0.001], [-0.007, 0.005, -0.006], [-0.001, 0.014, -0.007], [-0.010, 0.007, 0.004], [0.034, 0.044, 0.008], [0.006, -0.007, -0.021], [-0.049, 0.043, 0.176], [-0.010, 0.052, -0.092], [0.032, 0.001, 0.166], [-0.003, -0.033, -0.063], [0.031, 0.075, -0.026], [-0.204, 0.066, -0.157], [0.091, -0.009, 0.022], [0.013, -0.059, -0.052], [-0.034, 0.031, 0.047], [0.057, -0.031, -0.019], [-0.007, -0.007, -0.028], [0.029, 0.022, 0.028], [-0.071, 0.018, 0.022], [0.121, -0.069, 0.049], [0.028, 0.015, 0.024], [-0.032, -0.031, -0.031], [-0.012, 0.002, -0.013], [0.002, 0.001, -0.006], [0.004, -0.006, 0.001], [-0.005, 0.004, 0.014]]
}

=====

Entry 3:
{
  "formula": "C16H25AlF4NO4P",
  "method": "ωB97M-V with the def2-TZVPD basis set",
  "homo_energy_ev": -9.3,
  "gap_ev": 6.90,
  "e_tot_ha": -1963.215741,
  "lumo_ha": -0.0868,
  "elements": ["C", "C", "P", "C", "C", "C", "C", "O", "N", "C", "C", "C", "C", "C", "C", "C", "O", "C", "O", "C", "C", "O", "H", "H", "H", "H", "H", "H", "H", "H", "H", "H", "H", "H", "H", "H", "H", "H", "H", "H", "H", "H", "H", "H", "H", "H", "H", "F", "Al", "F", "F", "F"],
  "coordinates": [[1.244, -4.528, -0.298], [-0.001, -3.789, -0.678], [-0.040, -1.855, -0.440], [-0.674, -1.607, 1.386], [-1.248, -1.175, -1.757], [-2.688, -0.912, -0.981], [-3.925, -0.511, -1.979], [-4.024, -0.946, -3.265], [-5.113, 0.358, -1.515], [-4.450, 1.651, -1.000], [-3.866, 2.670, -2.144], [-3.099, 4.053, -1.606], [-2.938, 4.361, 0.003], [-3.542, 3.338, 1.163], [-4.298, 1.974, 0.633], [1.713, -1.085, -0.485], [1.757, 0.327, -0.901], [2.826, 0.979, -0.098], [3.422, 2.164, -0.753], [4.481, 2.734, 0.143], [5.786, 3.307, -0.668], [5.751, 2.737, -2.024], [1.899, -4.988, -1.156], [1.536, -4.614, 0.854], [-0.992, -4.290, -1.082], [0.183, -1.752, 2.172], [-1.604, -2.310, 1.558], [-1.068, -0.494, 1.495], [-1.400, -1.922, -2.676], [-0.865, -0.155, -2.215], [-2.992, -1.899, -0.388], [-2.454, -0.102, -0.147], [-5.463, -0.174, -0.663], [-3.981, 2.440, -3.301], [-2.651, 4.761, -2.453], [-2.356, 5.336, 0.329], [-3.389, 3.650, 2.283], [-4.703, 1.213, 1.454], [2.444, -1.792, -1.085], [2.109, -1.108, 0.641], [2.305, 1.377, 0.887], [3.738, 0.247, 0.131], [4.006, 3.580, 0.838], [4.898, 1.921, 0.909], [6.822, 2.995, -0.164], [5.751, 4.493, -0.651], [6.471, 3.131, -2.614], [0.279, -6.431, 4.555], [0.937, -4.758, 4.462], [2.048, -4.628, 3.050], [1.840, -4.382, 5.974], [-0.420, -3.589, 4.267]],
  "forces_ev_per_a": [[-2.075, 1.431, -0.487], [1.877, -0.539, 0.604], [-0.988, -1.711, 2.071], [-0.875, 1.441, 0.020], [-1.208, 0.502, -0.977], [0.439, -0.168, 0.524], [-1.079, -1.877, -6.549], [1.342, 2.557, 8.512], [3.491, 0.001, 2.080], [1.604, 3.115, 0.685], [0.463, 0.918, 4.628], [-1.372, -2.867, 2.357], [-1.601, -2.961, -1.433], [-0.307, -0.715, -5.196], [1.709, 2.620, -1.821], [1.788, -0.064, 1.013], [1.402, -1.049, 0.957], [0.886, 1.065, 1.154], [0.359, -1.211, 1.670], [0.366, -0.306, 1.291], [0.368, 0.492, -0.192], [1.123, 1.363, 0.372], [-2.032, -0.534, 2.015], [0.426, 1.330, -2.442], [2.647, 1.307, -0.569], [-1.681, -0.154, -1.644], [2.208, 1.243, -0.250], [0.911, -2.206, -0.148], [0.497, 1.445, 2.239], [-0.578, -2.093, 1.169], [0.397, 2.022, -1.431], [-1.027, -1.488, -1.994], [0.290, 1.027, -1.116], [0.214, 0.467, 2.825], [-1.071, -1.595, 2.300], [-1.415, -2.282, -0.746], [-0.493, -0.964, -2.428], [0.856, 1.750, -2.146], [-1.547, 1.523, 0.867], [-1.145, -0.413, -2.218], [1.045, -1.076, -1.685], [-2.146, 1.215, -0.492], [0.971, -1.711, -1.709], [-1.065, 1.420, -1.744], [-2.454, 0.543, -0.699], [-0.017, -2.436, -0.296], [-1.400, -0.606, 1.590], [0.845, 2.242, -0.306], [-0.062, -0.508, 0.949], [-1.343, 0.045, 1.068], [-1.162, -0.385, -2.114], [1.622, -1.168, -0.128]]
}